Model P:
This record from OMol25 describes C3H6INOS in the gas phase. The level of theory is ωB97M-V with the def2-TZVPD basis set.

Structure (XYZ):
```
13
Properties=species:S:1:pos:R:3
S 1.32 -0.41 1.21
H 1.02 1.08 -0.83
I 3.26 -1.46 0.18
H -1.19 0.32 0.97
H -0.40 -0.80 -1.97
C -0.39 -0.78 -0.85
N 1.76 0.78 2.07
C 0.46 0.21 -0.33
O 0.50 -1.46 1.79
C -0.98 0.30 -0.08
H -0.30 -1.83 -0.55
H 1.94 0.64 3.06
H -1.55 1.01 -0.54
```

Values from the calculation:
2S+1 = 1
structure (SMILES) = N=[S@](=O)(I)C1CC1

Model Q:
This record from OMol25 describes C3H6INOS in the gas phase. The level of theory is ωB97M-V with the def2-TZVPD basis set.

Structure (XYZ):
```
13
Properties=species:S:1:pos:R:3
O -0.79 -1.44 -0.01
S 2.39 -0.49 0.24
I -3.25 0.17 -0.16
H -0.73 0.18 -1.48
H 0.43 -1.12 -1.67
H 1.17 1.23 -0.82
H -0.51 1.86 0.56
H 0.34 0.79 1.89
N -1.64 -0.79 0.84
H 1.79 -1.22 1.03
C 0.85 0.39 -0.24
C -0.13 -0.57 -1.00
C 0.08 0.99 0.80
```

Values from the calculation:
2S+1 = 1

Model R:
This record from OMol25 describes 2 unconnected molecules or ions with the total composition C3H6INOS. The level of theory is ωB97M-V with the def2-TZVPD basis set.

Structure (XYZ):
```
13
Properties=species:S:1:pos:R:3
H -1.49 0.62 2.12
O 1.91 0.12 -0.77
I 0.46 -2.53 -4.62
H -0.35 -0.79 1.87
H 1.47 0.31 1.66
C -1.22 -0.14 0.14
C 0.64 0.89 1.38
C -0.68 0.12 1.51
N -0.60 0.23 -0.88
H 0.48 1.87 1.73
H 0.72 -1.26 -3.52
H -2.23 -0.55 -0.06
S 0.90 1.11 -0.54
```

Values from the calculation:
2S+1 = 1

model R ends up most stable, edging out the next structure by 0.0377 hartree.

Model P:
This record from OMol25 describes C18H25F3N4O4 in the gas phase. The level of theory is ωB97M-V with the def2-TZVPD basis set.

Structure (XYZ):
```
54
Properties=species:S:1:pos:R:3
O 0.89 -1.33 1.01
C -3.44 0.13 -1.46
H 1.51 6.32 0.90
H -0.55 -0.02 -0.67
H 3.09 -1.76 0.28
C -2.87 -0.44 -0.20
H -0.76 -3.90 -0.26
H 0.58 3.33 0.98
O 3.67 -1.89 -2.83
O -2.60 2.03 3.13
C 5.17 -1.24 -1.10
C 1.54 -2.40 -1.01
H -0.18 -5.42 -0.94
C 0.15 4.02 1.70
N 2.89 -1.97 -0.68
H -2.82 2.92 4.99
H -3.62 1.20 -1.47
H 0.92 4.32 2.41
H -0.44 -4.02 -1.99
F 6.13 -2.12 -1.41
C 0.73 5.98 0.21
H -5.06 -0.24 0.01
H -1.16 4.94 0.26
C -0.93 3.33 2.46
H -0.85 5.93 1.68
H 1.62 -4.10 0.27
N -1.30 3.73 3.74
H 1.20 5.32 -0.53
C 2.30 -4.70 -1.69
F 5.48 -0.07 -1.65
N -2.69 0.46 0.91
H -3.07 -0.28 -2.39
H 0.35 6.86 -0.32
F 5.18 -1.08 0.23
C -1.86 -1.56 -0.30
H 1.36 -2.16 -2.06
C -1.73 2.30 2.09
C -0.38 5.26 0.96
O -1.09 1.74 -0.10
H -3.14 0.25 1.78
C -1.80 1.49 0.87
H -4.54 -1.73 -0.91
H 3.34 -4.45 -1.51
C -4.30 -0.73 -0.58
C -0.09 -4.33 -1.00
C 1.36 -3.91 -0.78
H -2.24 -2.31 -0.99
H -1.75 -2.03 0.69
H 2.08 -4.50 -2.74
C -2.26 2.94 4.06
C 0.59 -1.57 -0.14
N -0.57 -1.03 -0.77
C 3.80 -1.74 -1.64
H 2.17 -5.77 -1.51
```

Values from the calculation:
2S+1 = 1
structure (SMILES) = CCCc1ncoc1C(=O)NC1(CNC(=O)[C@@H](NC(=O)C(F)(F)F)C(C)C)CC1

Model Q:
This record from OMol25 describes C18H25F3N4O4 in the gas phase. The level of theory is ωB97M-V with the def2-TZVPD basis set.

Structure (XYZ):
```
54
Properties=species:S:1:pos:R:3
H -0.54 -2.70 -4.81
C -1.30 1.62 -0.28
O -0.24 -1.53 -0.06
C 0.75 -1.21 -0.71
C 2.01 -0.83 -0.06
H -0.14 -2.53 4.04
N -1.95 0.00 -2.04
H 1.03 -3.04 -3.95
H -0.11 3.16 -1.10
O 0.82 1.85 1.63
C 1.98 3.47 0.33
H 0.99 -3.80 4.48
H -4.60 1.71 0.78
H -2.81 3.12 -0.28
C -2.29 2.71 1.77
H -3.19 3.16 2.19
H 0.55 -0.76 2.30
C -3.73 1.27 0.31
H -0.96 0.14 -3.86
H -4.00 0.99 -0.71
H 1.97 -0.36 3.27
H -1.00 0.75 0.30
C -1.38 -0.65 -3.23
O -1.54 2.17 -2.58
H 2.75 -2.74 3.05
C -1.54 1.27 -1.75
N -0.17 2.54 -0.30
H -3.48 0.36 0.86
H 1.61 -0.88 -2.53
F 3.04 2.74 -0.05
H -1.99 1.87 2.40
H -1.87 -0.62 -1.24
H -2.16 -1.15 -3.81
F 1.72 4.35 -0.66
O 3.09 -0.50 -0.84
H -1.81 -3.31 -2.70
C -2.56 2.25 0.34
C 0.00 -2.73 -3.88
C 0.79 2.54 0.63
C 1.59 -1.02 2.48
C -0.32 -1.67 -2.86
N 3.71 -0.36 1.29
C 2.37 -0.74 1.25
H 5.02 0.07 -0.33
C 0.91 -2.76 4.18
H -0.22 -3.63 -1.86
H -1.50 3.46 1.82
C 1.70 -2.48 2.90
H 1.28 -2.15 5.00
H 1.33 -3.11 2.09
C -0.75 -3.09 -2.62
N 0.77 -1.18 -2.07
C 4.06 -0.23 0.06
F 2.32 4.17 1.41
```

Values from the calculation:
2S+1 = 1
structure (SMILES) = CCCc1ncoc1C(=O)NC1(CNC(=O)[C@@H](NC(=O)C(F)(F)F)C(C)C)CC1

model Q ends up most stable, edging out the next structure by 0.0342 hartree.